18
Properties=species:S:1:pos:R:3:nbo_charge:R:1 method="wB97M-V/def2-TZVPD" total_energy_ha=-418.383441 de_lowest_kcal_mol=48.6 max_force_ha_per_bohr=0.0600 smiles="NCC(=O)NCCO" homo_ev=-9.08 gap_ha=0.3561
N 2.64342 0.42901 1.11399 -0.814
C 2.09175 0.35271 -0.24025 -0.302
C 1.02276 -0.73855 -0.43281 0.633
N -0.28250 -0.67121 -0.12979 -0.611
C -0.96897 0.56343 0.33196 -0.252
C -2.22526 0.83248 -0.48229 -0.092
O -3.38500 0.70245 0.33577 -0.715
O 1.50918 -1.82538 -0.76120 -0.642
H 1.90770 0.56281 1.79600 0.352
H 3.16080 -0.41654 1.31252 0.367
H 1.74269 1.33938 -0.48993 0.183
H 2.93284 0.12940 -0.92866 0.230
H -0.81527 -1.53324 -0.06895 0.403
H -1.17925 0.44291 1.40363 0.212
H -0.23182 1.36006 0.13041 0.207
H -2.25591 1.90565 -0.74315 0.185
H -2.16018 0.22385 -1.43030 0.185
H -3.77665 -0.16523 0.17441 0.469